(1)
Here is a 11-piece molecular cluster, C7H36N14O11 overall from OMol25. Energies are from ωB97M-V/def2-TZVPD.

Calculated values
Kohn-Sham gap: 0.32192 Eh
spin multiplicity: 1
energy relative to the best compared isomer or geometry (same formula, charge and spin): 0.0 kcal per mole
LUMO: -0.0060 Ha
net charge: 0
HOMO: -0.3279 Eh
structure (SMILES): NC(N)=O.NC(N)=O.NC(N)=O.NC(N)=O.NC(N)=O.NC(N)=O.NC(N)=O.O.O.O.O

Atoms and positions in Å:
O -3.065 -0.089 -1.838
O -1.250 4.407 -0.338
O 1.051 -3.569 1.648
O 0.678 -2.766 -1.062
O 4.091 3.697 -0.837
O 4.274 0.712 1.424
O 0.425 -0.859 0.993
O -4.804 1.003 2.538
O -0.978 -5.348 1.670
O 0.858 0.289 -1.767
O 0.134 0.496 3.437
N 3.013 0.168 -2.500
N 1.225 0.246 -3.975
N -0.760 2.455 0.680
N -3.941 1.990 -1.935
N -1.116 4.346 1.954
N -1.655 1.704 -2.088
N 5.480 -0.980 0.539
N -1.751 -4.491 -0.282
N -4.059 -0.361 0.847
N 3.191 -0.916 0.236
N 1.919 4.326 -1.157
N -2.584 0.508 2.359
N -2.816 -6.287 0.732
N 2.442 2.646 0.331
C -3.906 0.424 1.956
C -1.808 -5.350 0.772
C 2.906 3.539 -0.593
C 1.687 0.313 -2.687
C -1.086 3.785 0.713
C -2.877 1.117 -1.960
C 4.291 -0.349 0.819
H -1.559 3.887 2.731
H 2.215 5.135 -1.669
H -1.227 5.345 1.895
H 1.459 2.506 0.484
H 3.358 0.262 -1.554
H -3.548 -6.264 0.048
H 0.222 0.273 -4.012
H -2.484 -4.460 -0.964
H -1.662 2.708 -2.164
H 0.247 -2.688 -1.921
H -4.947 -0.343 0.383
H -0.806 1.945 1.548
H 0.043 -0.103 4.184
H -0.927 -3.912 -0.341
H 0.330 -0.086 2.685
H 0.297 -4.199 1.710
H 1.822 -4.081 1.907
H 1.079 -3.643 -1.056
H 0.235 -0.275 0.245
H -1.966 -0.278 2.241
H 2.256 -0.545 0.403
H -0.816 1.166 -1.927
H 1.824 0.285 -4.777
H 5.493 -1.975 0.408
H -4.787 1.458 -2.046
H -3.257 -0.711 0.358
H 0.963 4.278 -0.845
H 0.533 -1.733 0.583
H -3.910 2.981 -2.077
H 6.275 -0.488 0.906
H -2.989 -6.660 1.651
H -2.384 1.064 3.171
H -0.627 2.002 -0.203
H 3.128 1.987 0.696
H 3.255 -1.881 -0.039
H 3.652 0.235 -3.270


(2)
Here is a 11-piece molecular cluster, C7H36N14O11 overall from OMol25. Energies are from ωB97M-V/def2-TZVPD.

Calculated values
Kohn-Sham gap: 0.32371 Eh
spin multiplicity: 1
energy relative to the best compared isomer or geometry (same formula, charge and spin): 23.5 kcal per mole
LUMO: -0.0047 Ha
net charge: 0
HOMO: -0.3284 Eh
structure (SMILES): NC(N)=O.NC(N)=O.NC(N)=O.NC(N)=O.NC(N)=O.NC(N)=O.NC(N)=O.O.O.O.O

Atoms and positions in Å:
O 7.791 -11.380 20.887
O 8.087 -13.798 17.094
O 5.774 -17.312 16.216
O 4.159 -12.409 22.207
O 4.615 -15.263 18.065
O 7.127 -11.327 17.565
O 1.040 -10.326 20.189
O 9.767 -15.734 22.450
O 5.103 -8.114 18.881
O 9.563 -17.739 19.064
O 0.155 -15.446 18.953
N 5.478 -11.411 23.778
N 8.199 -18.565 17.378
N 5.895 -13.977 19.432
N 8.623 -13.780 22.057
N 7.396 -17.238 19.032
N 0.445 -17.676 18.490
N 0.789 -12.527 19.680
N 10.105 -14.588 20.547
N 4.703 -10.289 19.528
N 3.328 -8.649 20.200
N -0.062 -16.960 20.598
N 5.219 -13.651 23.837
N 3.670 -14.270 19.895
N 0.017 -10.957 18.244
C 4.417 -8.954 19.477
C 0.181 -16.620 19.304
C 0.595 -11.201 19.432
C 4.723 -14.567 19.074
C 4.953 -12.492 23.148
C 8.468 -17.870 18.496
C 9.521 -14.737 21.773
H 3.839 -13.675 20.691
H 10.678 -15.334 20.191
H 7.656 -14.385 16.462
H -0.501 -16.284 21.195
H 2.845 -14.831 19.782
H 0.943 -13.113 18.879
H 1.199 -12.730 20.574
H 6.500 -17.511 18.664
H 0.326 -18.628 18.777
H 6.077 -13.599 24.349
H 6.501 -16.807 15.841
H 7.227 -18.558 17.109
H 2.742 -9.474 20.260
H 3.055 -7.698 20.346
H 7.920 -11.137 19.957
H 9.854 -13.837 19.932
H 5.203 -16.645 16.633
H 0.060 -17.900 20.926
H 8.885 -18.946 16.756
H -0.392 -11.738 17.768
H 8.525 -12.966 21.464
H 5.415 -10.494 23.371
H 7.413 -10.592 21.291
H 7.446 -16.666 19.852
H 0.623 -17.492 17.519
H 7.731 -11.279 16.821
H 5.905 -13.355 20.223
H 8.952 -13.620 16.709
H 4.691 -14.482 23.647
H 6.902 -12.261 17.633
H 6.724 -14.205 18.909
H 8.057 -13.975 22.862
H 6.083 -11.578 24.557
H 0.136 -10.032 17.870
H 5.432 -10.654 18.940
H 4.312 -10.879 20.243


(3)
Here is a 12-piece molecular cluster, C7H36NO11 overall from OMol25. Energies are from ωB97M-V/def2-TZVPD.

Calculated values
Kohn-Sham gap: 0.34647 Eh
spin multiplicity: 1
energy relative to the best compared isomer or geometry (same formula, charge and spin): 78.8 kcal per mole
LUMO: -0.1008 Ha
net charge: +1
HOMO: -0.4473 Eh

Atoms and positions in Å:
O 1.336 3.800 -0.508
O 1.422 1.488 -3.234
O 3.239 1.154 -1.154
O 4.003 -1.360 0.357
O -0.759 1.897 1.902
O -0.723 2.735 -1.810
O -2.926 2.116 0.027
O -0.341 -3.077 3.572
O 2.411 2.279 1.339
O -1.303 -1.452 -3.902
O 3.018 -0.145 2.701
N -0.822 0.393 -0.437
C -3.113 -0.884 2.128
C 0.201 -0.710 -0.737
C -2.771 -2.080 -0.749
C 0.507 -1.817 0.193
C -2.555 -1.994 1.676
C -0.620 -2.865 0.213
C -2.007 -2.223 0.324
H -2.443 -2.239 -1.757
H -3.541 -0.879 3.126
H -3.797 -1.678 -0.681
H 1.118 -0.113 -0.758
H 2.963 -0.995 2.264
H -2.376 -2.826 2.368
H 0.188 -2.282 3.486
H -0.100 -1.038 -1.754
H 0.474 1.329 -3.129
H 1.461 -2.370 0.095
H 1.784 3.466 -1.296
H 3.738 0.536 -1.694
H -1.446 2.217 2.498
H -0.656 -1.797 -4.514
H 0.654 -1.460 1.203
H -0.104 -3.687 2.876
H 1.936 3.384 0.165
H -1.173 3.177 -2.530
H 2.718 1.573 0.757
H 1.376 2.213 -3.869
H -0.440 1.337 -0.542
H -3.737 1.618 -0.175
H -3.347 2.682 0.696
H -0.151 2.646 1.818
H -0.604 -3.368 -0.789
H -1.604 0.403 -1.075
H 3.477 -0.542 0.443
H 3.869 0.186 2.980
H 1.949 1.848 2.066
H -0.451 -3.480 1.111
H -3.458 0.001 1.528
H -1.151 0.314 0.535
H -0.418 3.206 -1.027
H -2.007 -0.884 -4.208
H 2.512 1.507 -1.721
H 4.587 -1.258 -0.400


(4)
Here is a 12-piece molecular cluster, C7H37NO11 overall from OMol25. Energies are from ωB97M-V/def2-TZVPD.

Calculated values
Kohn-Sham gap: 0.35892 Eh
spin multiplicity: 1
energy relative to the best compared isomer or geometry (same formula, charge and spin): 110.5 kcal per mole
LUMO: 0.0081 Ha
net charge: 0
HOMO: -0.3508 Eh
structure (SMILES): CCCN1CCCC1.O.O.O.O.O.O.O.O.O.O.O

Atoms and positions in Å:
O 0.837 -1.007 3.595
O -0.461 1.687 4.339
O 2.629 0.181 2.079
O -1.244 -2.999 -1.332
O 1.304 3.154 1.784
O -2.285 -0.134 -3.226
O -3.767 -2.275 -0.530
O 2.552 -1.814 -2.480
O -0.130 -3.184 1.709
O 0.072 -1.949 -3.213
O 2.978 -1.797 0.350
N -0.345 1.591 -0.226
C 2.381 2.903 -1.348
C -1.625 2.102 -0.772
C -2.812 1.381 0.009
C -0.737 0.354 0.636
C 0.551 1.114 -1.281
C 1.193 2.289 -1.896
C -2.155 0.673 1.196
H -1.671 3.269 -0.632
H 0.660 -2.647 1.829
H 3.071 -1.676 -1.685
H -2.172 1.274 2.111
H 2.200 1.075 1.864
H -3.370 0.596 -0.527
H 1.936 -0.263 2.565
H 2.099 3.232 -0.351
H -0.479 -3.362 0.739
H 1.441 0.655 -0.794
H 0.965 -1.845 -3.028
H 1.496 1.817 -2.933
H -2.655 -1.054 -3.073
H 0.391 3.188 -2.018
H -0.702 -0.664 -0.033
H -3.810 -2.882 0.207
H 3.528 -2.278 0.876
H -2.428 0.401 -2.441
H -0.484 -1.255 -3.511
H -0.015 0.192 1.431
H -3.628 1.957 0.252
H 0.205 1.544 3.519
H -0.854 -3.336 -2.119
H -2.887 -2.361 -0.913
H -0.914 2.607 4.238
H 3.311 2.353 -1.327
H 2.833 -1.081 0.947
H 2.746 -2.719 -2.951
H -2.715 -0.200 1.491
H 0.061 -0.420 3.488
H 0.834 2.801 1.017
H 0.893 -1.336 4.474
H -0.615 -2.308 -1.155
H 0.100 0.268 -1.879
H -1.687 1.743 -1.769
H 2.614 3.683 -1.978
H 1.471 4.105 1.790


(5)
Here is a 14-piece molecular cluster, C7H38O14 overall from OMol25. Energies are from ωB97M-V/def2-TZVPD.

Calculated values
Kohn-Sham gap: 0.33528 Eh
spin multiplicity: 1
energy relative to the best compared isomer or geometry (same formula, charge and spin): 0.0 kcal per mole
LUMO: -0.0096 Ha
net charge: 0
HOMO: -0.3448 Eh

Atoms and positions in Å:
O -2.357 0.564 0.004
O 3.451 1.815 0.484
O 2.084 1.655 2.900
O 4.200 -1.431 1.283
O -3.173 -0.794 2.216
O -0.964 -0.579 -4.451
O -3.023 3.147 0.807
O 2.737 -1.027 3.578
O -0.301 3.838 0.772
O -0.497 1.154 2.011
O -2.926 1.846 3.155
O 1.475 2.828 -1.138
O -0.146 -1.412 3.201
O -3.041 -0.218 -2.589
C 1.836 -2.439 -2.777
C 1.239 0.424 -1.851
C -1.304 -3.397 -2.143
C 0.410 -0.614 -1.944
C -0.082 -3.007 -1.296
C 0.802 -2.042 -2.036
C 0.769 1.848 -1.913
H -0.165 -0.660 -3.961
H -1.270 1.465 2.556
H -0.920 0.916 1.142
H 0.439 -3.907 -1.033
H 3.247 -1.231 4.358
H 2.101 -3.490 -2.856
H 2.303 0.284 -1.719
H -3.198 0.036 2.746
H -2.948 2.275 0.371
H 5.014 -1.937 1.221
H 3.796 0.905 0.387
H -0.270 -0.502 2.826
H -1.905 -2.513 -2.391
H -3.179 2.404 3.916
H -0.091 3.100 1.382
H 2.990 1.829 1.375
H 0.839 -1.485 3.407
H 1.180 1.548 2.593
H -2.413 -1.261 2.551
H 0.318 3.679 0.030
H -2.316 -0.316 -3.261
H -1.953 -4.080 -1.607
H -1.028 -1.414 -4.920
H -2.809 -0.007 0.665
H -2.582 0.258 -0.913
H 2.307 0.751 3.246
H 3.319 -1.247 2.814
H 3.605 -1.871 0.647
H -0.990 -3.885 -3.059
H -2.120 3.551 0.718
H 2.228 2.508 -0.605
H -3.077 2.451 2.348
H -3.604 0.438 -2.961
H 0.859 2.164 -2.941
H 2.447 -1.770 -3.389
H -0.406 -2.585 -0.351
H -0.658 -0.480 -1.985
H -0.278 1.919 -1.617


(6)
Here is C7H3AsIrNO4S4 as an isolated structure from OMol25. Energies are from ωB97M-V/def2-TZVPD.

Calculated values
Kohn-Sham gap (spin up / spin down): 0.26882 / 0.24520 Eh
spin multiplicity: 6
energy relative to the best compared isomer or geometry (same formula, charge and spin): 0.0 kcal per mole
LUMO (spin up / spin down): 0.0891 / 0.0246 Ha
net charge: -1
HOMO (spin up / spin down): -0.1797 / -0.2206 Eh

Atoms and positions in Å:
Ir -1.408 0.747 -0.693
As -2.244 0.591 -3.761
S -2.715 1.997 -2.130
S -3.711 0.015 -5.166
S -1.051 1.358 -5.343
S -1.266 -0.874 -2.434
O -2.064 -1.804 2.665
O 0.529 1.802 -1.146
O 2.756 1.806 -0.838
O -2.360 -0.416 0.924
N 0.174 0.039 0.712
C 2.110 -0.930 2.364
C -0.166 -0.788 1.691
C 2.441 -0.044 1.347
C 1.427 0.427 0.533
C 0.785 -1.305 2.549
C -1.660 -1.061 1.788
C 1.620 1.442 -0.582
H 2.881 -1.319 3.018
H 0.471 -1.978 3.333
H 3.451 0.294 1.168


(7)
Here is C7H3BrClFIO3S as an isolated structure from OMol25. Energies are from ωB97M-V/def2-TZVPD.

Calculated values
Kohn-Sham gap: 0.25959 Eh
spin multiplicity: 1
energy relative to the best compared isomer or geometry (same formula, charge and spin): 40.3 kcal per mole
LUMO: 0.0541 Ha
net charge: -1
HOMO: -0.2055 Eh

Atoms and positions in Å:
I 4.444 -0.751 -1.131
Br 3.766 2.279 0.230
Cl 1.350 -2.197 1.708
S -3.322 -0.280 -0.443
F 3.878 -0.012 1.616
O -3.833 -0.951 0.739
O -3.760 1.092 -0.622
O -3.327 -1.088 -1.654
C 0.525 -0.996 0.792
C 1.148 0.066 0.215
C 3.494 0.394 0.405
C -1.512 -0.117 -0.127
C -0.835 0.934 -0.693
C -0.865 -1.075 0.608
C 0.548 1.040 -0.512
H -1.421 -1.883 1.054
H 1.098 1.867 -0.932
H -1.375 1.679 -1.254


(8)
Here is a single C7H3ClF3NO2 molecule from OMol25. Energies are from ωB97M-V/def2-TZVPD.

Calculated values
Kohn-Sham gap (spin up / spin down): 0.29831 / 0.29832 Eh
spin multiplicity: 1
energy relative to the best compared isomer or geometry (same formula, charge and spin): 52.1 kcal per mole
LUMO (spin up / spin down): -0.0192 / -0.0192 Ha
net charge: 0
HOMO (spin up / spin down): -0.3175 / -0.3175 Eh

Atoms and positions in Å:
Cl 1.809 -1.064 1.081
F 1.548 -3.213 -0.572
F 0.338 -3.673 -2.348
F -0.414 -4.072 -0.310
O -1.860 -0.279 -1.049
O -2.539 -2.313 -0.726
N -1.598 -1.553 -0.967
C -0.642 0.353 -1.228
C -0.320 1.522 -0.310
C -0.025 0.800 0.699
C -0.321 -1.823 -1.171
C 0.398 -0.609 -1.424
C 0.199 -0.342 1.314
C 0.278 -3.245 -1.139
H -0.381 2.569 -0.542
H 1.412 -0.424 -1.788
H -0.316 -0.594 2.308


(9)
Here is C7H3F6N3O8S2Ta as an isolated structure from OMol25. Energies are from ωB97M-V/def2-TZVPD.

Calculated values
Kohn-Sham gap: 0.24644 Eh
spin multiplicity: 1
energy relative to the best compared isomer or geometry (same formula, charge and spin): 0.0 kcal per mole
LUMO: -0.4117 Ha
net charge: +3
HOMO: -0.6581 Eh

Atoms and positions in Å:
Ta -0.591 -0.411 -0.051
S 0.193 2.648 0.603
S 1.756 0.680 -0.548
F 0.288 3.645 3.003
F 0.073 1.489 2.969
F 12.732 1.782 -2.447
F 12.167 2.368 -4.423
F 1.988 2.393 2.513
F 12.511 0.307 -3.977
O -5.287 -4.180 0.477
O 0.396 0.098 -1.539
O -2.310 -4.061 0.172
O -0.876 1.544 0.448
O -6.761 -2.521 0.555
O -0.240 3.939 0.267
O 1.194 -0.172 0.724
O -0.910 -2.269 -0.007
N -2.714 -0.555 0.121
N -3.808 0.234 0.208
N 1.481 2.150 -0.245
C -4.565 -1.847 0.311
C -4.915 -0.486 0.314
C 0.691 2.539 2.464
C -3.197 -1.837 0.193
C -5.644 -2.911 0.424
C -2.160 -2.898 0.130
C 12.471 1.485 -3.616
H -4.335 -4.349 0.399
H -3.730 1.244 0.176
H -5.900 -0.046 0.386


(10)
Here is an isolated ion of composition C7H3N6O5 and charge -1 from OMol25. Energies are from ωB97M-V/def2-TZVPD.

Calculated values
Kohn-Sham gap: 0.26808 Eh
spin multiplicity: 1
LUMO: 0.0878 Ha
net charge: -1
HOMO: -0.1803 Eh
structure (SMILES): N#CN[C@H]1C(=[N+]([O-])[O-])C=C([N+](=O)[O-])c2nonc21

Atoms and positions in Å:
O 0.251 -0.614 3.380
O 0.440 2.757 -1.778
O -0.980 1.575 -2.979
O -2.334 -3.034 1.056
O -2.826 -2.387 -0.972
N 3.273 -0.809 -1.359
N 2.098 1.038 -0.165
N 0.931 0.390 2.623
N -0.235 1.719 -1.997
N -0.665 -1.336 2.652
N -2.189 -2.257 0.097
C 0.402 0.228 1.406
C 0.692 1.085 0.205
C 2.674 0.046 -0.822
C -0.560 -0.807 1.388
C -1.081 -0.339 -0.974
C -0.172 0.698 -0.978
C -1.266 -1.137 0.176
H 0.502 2.140 0.478
H -1.672 -0.547 -1.872
H 2.716 1.594 0.434


(11)
Here is a single C7H3NO4 molecule from OMol25. Energies are from ωB97M-V/def2-TZVPD.

Calculated values
Kohn-Sham gap: 0.34061 Eh
spin multiplicity: 1
energy relative to the best compared isomer or geometry (same formula, charge and spin): 0.0 kcal per mole
LUMO: -0.0366 Ha
net charge: 0
HOMO: -0.3772 Eh
structure (SMILES): O=C=NC1=C(O)C(=O)C=CC1=O

Atoms and positions in Å:
O 0.367 -2.095 1.152
O 0.376 0.994 -2.327
O 2.075 0.167 1.947
O -3.058 -1.376 -1.164
N -0.703 -1.593 -1.475
C -1.908 -1.488 -1.317
C 0.418 1.594 1.024
C 1.112 0.284 1.256
C 0.107 0.767 -1.190
C 0.465 -0.880 0.550
C -0.027 -0.637 -0.643
C -0.087 1.835 -0.155
H -0.613 2.742 -0.388
H 1.142 -2.596 0.884
H 0.334 2.282 1.845


(12)
Here is C7H4 as an isolated structure from OMol25. Energies are from ωB97M-V/def2-TZVPD.

Calculated values
Kohn-Sham gap (spin up / spin down): 0.27546 / 0.26904 Eh
spin multiplicity: 1
energy relative to the best compared isomer or geometry (same formula, charge and spin): 94.0 kcal per mole
LUMO (spin up / spin down): -0.0326 / -0.0319 Ha
net charge: 0
HOMO (spin up / spin down): -0.3081 / -0.3009 Eh

Atoms and positions in Å:
C -0.160 -1.566 -0.200
C 0.871 -0.637 0.387
C -1.227 -0.858 0.224
C 2.172 -0.242 -0.217
C 1.278 0.765 -0.294
C -0.284 0.232 0.875
C 0.092 1.496 0.102
H -2.369 -0.931 0.239
H 0.092 -2.445 -0.926
H -0.535 1.720 -0.755
H 0.069 2.465 0.564